Below is C7H10 as an isolated structure, with properties calculated with ωB97M-V/def2-TZVPD.

Values from the calculation:
charge	0
multiplicity	1
E	-7414.6295	eV
highest occupied orbital energy	-0.2897	Ha
strongest force on any atom	0.50	eV/A

Last column: Mulliken charge in e.
Cartesian coordinates (Å):
C: 2.33 -1.20 -0.11  -0.981
C: 0.02 0.12 0.34  0.105
C: -1.14 -0.84 0.18  -0.691
C: -1.73 0.44 -0.53  -0.421
C: -1.05 1.73 0.20  -0.554
C: -0.23 1.10 1.27  -0.529
C: -0.38 0.95 -0.87  -0.185
H: 2.13 -2.05 0.55  0.254
H: 1.75 -1.31 -1.03  0.213
H: 3.39 -1.10 -0.33  0.357
H: -1.59 -1.23 1.09  0.314
H: -1.01 -1.62 -0.58  0.280
H: -2.60 0.45 -1.20  0.390
H: -1.49 2.72 0.12  0.396
H: -0.49 0.89 2.31  0.264
H: 2.00 -0.29 0.40  0.322
H: 0.10 1.24 -1.80  0.468